50
Properties=species:S:1:pos:R:3:mulliken_charge:R:1 method="wB97M-V/def2-TZVPD" multiplicity=1 total_charge=+1 lumo_energy_ev="-6.034 / -6.031"
Ru -0.3671 -0.8159 0.2832 0.810
O 0.3902 -0.9472 2.0987 -0.411
C 0.6508 0.0509 2.8054 -0.112
C 0.3613 1.4117 2.5468 0.697
C 0.7288 2.3321 3.5545 -0.779
C 0.4838 3.6569 3.3747 -0.529
C -0.1248 4.1377 2.2067 -0.383
C -0.4877 3.2699 1.2148 -0.693
C -0.2508 1.8826 1.3461 0.719
O -0.5983 1.1326 0.3450 -0.448
N 0.8638 4.6077 4.4325 1.017
O 0.6407 5.7800 4.2250 -0.601
O 1.3739 4.1493 5.4320 -0.601
H 1.1601 -0.1833 3.7429 0.467
H 1.2000 1.9962 4.4685 0.545
H -0.2993 5.2003 2.1101 0.525
H -0.9573 3.6219 0.3076 0.528
C 1.3305 2.4197 -3.5495 -1.406
C 1.0655 1.4245 -2.4478 0.269
O 1.9529 0.3056 -2.6392 -0.123
P 1.9089 -1.0153 -1.7716 -0.351
O 1.4985 -0.5931 -0.3186 -0.364
Te 3.7735 -2.3218 -1.9085 -0.056
O 0.4742 -1.7178 -2.1723 0.208
C 0.2948 -2.1802 -3.5421 -0.418
C -0.4650 -1.1731 -4.3713 -1.012
H 0.6821 3.2871 -3.4244 0.389
H 1.1372 1.9824 -4.5284 0.324
H 2.3669 2.7520 -3.5209 0.340
H 0.0301 1.0696 -2.4726 0.156
H 1.2613 1.8471 -1.4616 0.185
H -0.2489 -3.1225 -3.4648 0.323
H 1.2775 -2.3990 -3.9643 0.378
H -1.4253 -0.9301 -3.9130 0.251
H -0.6616 -1.5900 -5.3591 0.441
H 0.1090 -0.2576 -4.5006 0.153
C -2.4265 -0.6827 0.8802 -0.677
C -2.0289 -2.0396 1.0187 0.345
C -1.5953 -2.7025 -0.1667 -0.060
C -0.7921 -3.8426 -0.0810 -0.338
C -0.5366 -4.3912 1.1612 -0.476
C -1.0722 -3.8313 2.3403 -0.654
C -1.7731 -2.6664 2.2828 -0.540
H -2.6433 -0.1374 1.7912 0.380
H -2.9990 -0.3770 0.0114 0.318
H -1.9280 -2.3264 -1.1306 0.476
H -0.3917 -4.2935 -0.9774 0.401
H 0.0735 -5.2821 1.2314 0.444
H -0.8825 -4.3099 3.2905 0.430
H -2.1343 -2.1877 3.1839 0.515



111
Properties=species:S:1:pos:R:3:mulliken_spin:R:1 method="wB97M-V/def2-TZVPD" multiplicity=2 s2=0.757 total_charge=+2 lumo_energy_ev="-5.261 / -5.399"
V -1.2448 0.9411 2.0667 0.970
S 0.7743 -2.8103 -0.8244 0.000
C 1.2838 -2.0082 -2.1835 0.000
N 2.2989 -2.3871 -2.9482 0.000
C 2.6841 -1.6188 -4.1273 0.000
C 2.5807 -0.1536 -3.8088 0.000
N 1.2261 0.1325 -3.3535 0.000
C 0.6982 1.4303 -3.7937 0.000
C 0.4711 1.4436 -5.2830 0.000
C 1.2112 2.2856 -6.1014 0.000
C 1.0023 2.2894 -7.4741 0.000
C 0.0576 1.4440 -8.0322 0.000
C -0.6823 0.5962 -7.2180 0.000
C -0.4789 0.5964 -5.8486 0.000
C 0.5497 -0.7318 -2.6200 0.000
S -1.0379 -0.5368 -2.1518 0.000
C 3.1205 -3.5795 -2.6812 0.000
C 4.4459 -3.2012 -2.0691 0.000
C 4.5274 -2.8564 -0.7223 0.000
C 5.7372 -2.4716 -0.1698 0.000
C 6.8817 -2.4306 -0.9550 0.000
C 6.8109 -2.7830 -2.2921 0.000
C 5.5975 -3.1674 -2.8446 0.000
H 2.0438 -1.8801 -4.9776 0.000
H 3.7150 -1.8708 -4.3760 0.000
H 2.7696 0.4424 -4.7019 0.000
H 3.3064 0.1320 -3.0404 0.000
H 1.4250 2.1963 -3.5085 0.000
H -0.2271 1.6065 -3.2471 0.000
H 1.9451 2.9511 -5.6654 0.000
H 1.5772 2.9529 -8.1039 0.000
H -0.1075 1.4471 -9.0999 0.000
H -1.4219 -0.0612 -7.6525 0.000
H -1.0601 -0.0604 -5.2139 0.000
H 3.2787 -4.0733 -3.6415 0.000
H 2.5509 -4.2458 -2.0320 0.000
H 3.6375 -2.9142 -0.1079 0.000
H 5.7949 -2.2198 0.8802 0.000
H 7.8274 -2.1441 -0.5205 0.000
H 7.6994 -2.7686 -2.9047 0.000
H 5.5530 -3.4618 -3.8851 0.000
C -4.4058 1.8014 -2.2206 0.000
C -4.1075 2.6277 -1.0325 0.000
N -4.5188 3.8355 -0.8002 0.000
N -3.9579 4.1729 0.3972 0.000
C -3.2028 3.2049 0.9189 -0.002
S -2.2625 3.1688 2.3281 -0.010
N -3.2924 2.2074 0.0039 -0.002
N -2.6709 0.9665 0.1742 0.003
H -5.1042 2.3395 -2.8542 0.000
H -4.8465 0.8473 -1.9343 0.000
H -3.4941 1.5958 -2.7829 0.000
H -4.1374 5.0808 0.7995 0.000
H -3.3881 0.2469 0.2908 -0.001
H -2.1189 0.7421 -0.6608 -0.001
C -3.6817 0.6392 5.1676 0.001
C -3.5946 -0.0672 3.8540 0.028
O -2.7267 0.2758 3.0376 -0.048
C -4.5069 -1.1644 3.5065 0.013
C -5.6055 -1.4695 4.3141 0.012
C -6.4477 -2.5127 3.9712 -0.005
C -6.1948 -3.2638 2.8313 0.011
C -5.0975 -2.9753 2.0261 -0.006
C -4.2599 -1.9282 2.3574 0.010
H -2.8926 1.3861 5.2337 -0.001
H -3.5951 -0.0748 5.9872 0.000
H -4.6458 1.1383 5.2684 0.004
H -5.8118 -0.8899 5.2010 0.001
H -7.3000 -2.7416 4.5928 0.000
H -6.8546 -4.0783 2.5696 0.001
H -4.8974 -3.5686 1.1458 0.000
H -3.3889 -1.7097 1.7448 0.004
N 1.3677 5.4881 -0.4441 0.000
C 1.5775 4.4068 -1.2216 -0.001
O 1.8166 4.4555 -2.4086 0.000
C 1.4829 3.0670 -0.5488 -0.004
C 2.3980 2.0816 -0.8932 0.006
C 2.2207 0.8092 -0.3895 -0.005
C 1.1309 0.5538 0.4235 0.003
N 0.2579 1.5062 0.7890 0.022
C 0.4452 2.7447 0.3033 0.005
H 1.4666 6.3982 -0.8652 0.000
H 1.3536 5.4262 0.5582 0.000
H 3.2133 2.3224 -1.5618 0.000
H 2.9046 0.0095 -0.6262 0.001
H 0.9341 -0.4394 0.8002 0.004
H -0.2874 3.4891 0.5950 -0.005
C -1.1612 -4.1895 4.1425 0.000
N -1.2444 -2.8572 3.5719 -0.002
C -0.3499 -2.3278 2.7173 -0.004
N 0.7505 -3.0673 2.4289 0.000
O -0.4781 -1.1988 2.2217 0.015
H -1.9949 -4.3221 4.8263 0.000
H -0.2389 -4.3126 4.7100 0.000
H -1.2248 -4.9666 3.3777 0.000
H -2.1049 -2.3437 3.6761 0.001
H 0.7562 -4.0560 2.6067 0.000
H 1.2777 -2.7643 1.6232 0.001
C 0.2831 0.6651 6.0548 0.008
Sb 0.5609 1.2037 4.0105 -0.021
C 1.3078 3.1803 4.3257 -0.002
C 2.4340 0.2353 3.6920 -0.003
H 1.2590 0.6292 6.5343 0.000
H -0.2015 -0.3052 6.1462 0.000
H -0.3260 1.4229 6.5456 -0.001
H 1.7514 3.2417 5.3168 0.000
H 0.5015 3.9066 4.2483 0.000
H 2.0732 3.4080 3.5856 0.000
H 3.1495 0.6074 4.4215 0.000
H 2.8043 0.4476 2.6905 0.000
H 2.3195 -0.8396 3.8142 0.000



19
Properties=species:S:1:pos:R:3:nbo_charge:R:1 method="wB97M-V/def2-TZVPD" smiles=OC[C@@H]1CCC[NH2+]1 multiplicity=1 de_lowest_kcal_mol=8.1 total_charge=+1 lumo_energy_ev=-3.264
O -2.7009 -1.0574 0.2984 -0.698
C -1.4030 -1.3198 -0.1535 -0.073
C -0.4593 -0.2647 0.4667 -0.023
N 1.0269 -0.7945 0.3310 -0.522
C 1.7951 0.5396 0.3368 -0.204
C 0.9673 1.3722 -0.5636 -0.432
C -0.4974 1.1323 -0.1474 -0.438
H -3.3357 -1.0705 -0.4235 0.497
H -1.2593 -1.1524 -1.2280 0.178
H -1.1053 -2.3152 0.1893 0.179
H -0.4621 -0.1933 1.5547 0.223
H 1.1750 -1.2157 -0.5908 0.421
H 1.1680 -1.5161 1.0264 0.444
H 1.8170 0.8150 1.3914 0.226
H 2.8231 0.3805 0.0180 0.243
H 1.2294 2.4281 -0.4844 0.266
H 1.1630 1.0706 -1.5946 0.222
H -1.1249 1.3026 -1.0213 0.247
H -0.8170 1.8587 0.5945 0.247



14
Properties=species:S:1:pos:R:3:mulliken_spin:R:1 method="wB97M-V/def2-TZVPD" multiplicity=2 s2=0.754 de_lowest_kcal_mol=0.8 total_charge=-1 lumo_energy_ev="4.106 / 4.091"
C -0.9419 0.0030 1.1110 0.059
C -1.6908 1.4036 -0.6140 0.576
N -0.6478 1.0969 0.2027 0.325
H -0.2173 -0.0848 1.9022 -0.023
H -1.9982 0.0879 1.4330 0.045
H -0.9622 -0.9669 0.5740 -0.019
H -1.4496 1.7208 -1.6271 0.006
H -2.7260 1.2563 -0.2901 0.027
H 1.6285 -1.4413 -0.4865 -0.002
H 1.9171 -2.7795 -1.0980 -0.001
O 1.5832 -2.3962 -0.2751 0.006
H 0.9994 0.7523 -0.2543 0.002
H 2.5840 0.8863 -0.0154 0.002
O 1.9214 0.4616 -0.5624 -0.002



30
Properties=species:S:1:pos:R:3:nbo_charge:R:1 method="wB97M-V/def2-TZVPD" smiles=Cc1c[nH]c2ccccc12.CCC multiplicity=1 de_lowest_kcal_mol=44.7 total_charge=0 lumo_energy_ev=0.942
C -1.7642 -2.0841 -2.3163 -0.636
C -0.6383 1.3431 -1.2259 0.142
C -0.1945 0.0828 -1.7676 -0.078
C -1.4961 -0.6256 -1.8873 -0.063
C -2.5205 0.0709 -1.3389 -0.052
C 0.4007 2.2492 -1.1448 -0.238
C 1.6904 2.0390 -1.4444 -0.218
C 1.1266 -0.2590 -2.0655 -0.215
C 2.1240 0.7184 -1.8330 -0.211
N -2.0071 1.3114 -0.8673 -0.551
H -2.5819 2.1586 -0.9842 0.404
H 0.1871 3.2142 -0.8179 0.201
H -3.5599 -0.2735 -1.1798 0.220
H 2.3596 2.9726 -1.4389 0.221
H 1.3917 -1.2818 -2.1670 0.215
H -2.7273 -2.0680 -2.9079 0.221
H -1.7678 -2.7958 -1.5027 0.216
H 3.1325 0.4561 -1.8090 0.209
H -0.8815 -2.4184 -2.9073 0.213
C 0.9451 -0.4973 2.3841 -0.415
C -0.3851 -1.2121 2.6570 -0.609
C 1.6105 0.3710 3.4713 -0.619
H 1.6463 -1.2881 1.9770 0.198
H 0.8715 0.1284 1.4141 0.207
H -1.1847 -0.4608 2.7579 0.202
H -0.4000 -1.7045 3.5995 0.200
H 2.6014 0.0436 3.8048 0.213
H 1.6694 1.3603 3.1057 0.210
H -0.6719 -2.0553 1.9776 0.213
H 1.0239 0.5048 4.4566 0.201



20
Properties=species:S:1:pos:R:3:mulliken_spin:R:1 method="wB97M-V/def2-TZVPD" multiplicity=2 s2=0.756 de_lowest_kcal_mol=49.6 total_charge=0 lumo_energy_ev="1.136 / -1.181"
C 1.0346 -2.0019 1.0256 0.031
O 0.5502 -2.4013 2.1326 0.739
C 1.2981 -0.3570 1.0329 0.133
C -0.0724 0.4192 0.7279 0.024
C -0.4262 0.3065 -0.7882 -0.003
C -0.3738 1.7123 -1.6014 0.000
C -1.8319 2.0323 -2.2063 0.000
H 0.4188 -2.1499 0.0488 -0.013
H 2.0732 -2.2313 1.2865 0.091
H 1.9690 -0.0768 0.2983 -0.002
H 1.5736 -0.2313 2.1423 -0.003
H -0.7387 -0.0966 1.3963 -0.003
H -0.0744 1.3286 1.1676 0.007
H 0.4630 -0.1821 -1.2199 -0.001
H -1.3099 -0.2593 -1.0776 0.000
H 0.3417 1.8644 -2.4166 0.000
H 0.0142 2.3732 -0.8668 0.000
H -2.2063 1.3596 -3.0140 0.000
H -2.6497 1.7423 -1.4550 0.000
H -2.0469 3.1009 -2.4934 0.000



Number 1: total energy -53983.975 eV. Number 2: total energy -128105.039 eV. Number 3: total energy -8910.279 eV. Number 4: total energy -7803.573 eV. Number 5: total energy -14208.397 eV. Number 6: total energy -8475.868 eV.